A structure of composition C26H64Li2N6O8 at a distorted geometry. Source: OMol25; level of theory: wB97M-V/def2-TZVPD.

As for the electronic energy: -53726.109 eV. The LUMO energy is -1.89 eV.

Atoms and positions in Å:
Li1 -6.12940 27.92735 4.34594
Li2 -8.56423 30.54514 5.21233
C1 -11.05351 32.38639 8.26592
C2 -10.59890 31.47743 7.13657
C3 -11.77558 30.98956 6.26240
O1 -9.40734 32.03298 6.48673
H1 -10.23184 32.93011 8.73210
H2 -11.51320 31.74619 9.01886
H3 -11.81959 33.07300 7.90565
H4 -10.27817 30.57643 7.65948
H5 -12.38296 30.20342 6.71091
H6 -11.37026 30.45792 5.40150
H7 -12.45490 31.79446 5.98177
C4 -7.41075 28.32954 7.64524
C5 -8.06364 27.68284 6.37669
C6 -9.58577 27.46624 6.67333
O2 -7.86156 28.60101 5.28521
H8 -7.50737 27.71012 8.53691
H9 -7.68437 29.34863 7.91855
H10 -6.33640 28.47397 7.53114
H11 -7.45471 26.78292 6.29036
H12 -10.15518 28.38634 6.80484
H13 -9.52091 27.00954 7.66091
H14 -10.04699 26.71246 6.03522
C7 -8.20820 23.74882 7.89375
O3 -8.91567 24.53669 8.46654
N1 -7.36733 22.86689 8.39937
N2 -8.25349 23.54407 6.63057
H15 -7.37717 22.67130 9.39020
H16 -6.78201 22.34067 7.76643
H17 -9.01845 24.04280 6.19904
H18 -7.61727 22.92412 6.14996
C8 -13.91834 26.41174 6.65119
O4 -13.75026 27.05771 5.59965
N3 -14.96722 26.19711 7.27746
N4 -12.93407 25.80648 7.33263
H19 -14.84060 25.55839 8.04953
H20 -15.85532 26.42678 6.85478
H21 -11.97939 26.06684 7.13039
H22 -13.14930 25.16323 8.08097
C9 -2.62575 28.82508 12.25617
C10 -2.97793 27.31646 12.47830
C11 -3.61200 27.15741 13.91407
C12 -5.07610 27.68885 14.03690
C13 -5.97667 27.32703 12.80014
C14 -5.37894 27.32922 11.43348
N5 -3.98369 26.85201 11.53294
O5 -3.42169 26.51821 10.28278
C15 -6.10681 26.33799 10.52891
C16 -5.56071 28.76218 10.84507
C17 -1.72815 26.44071 12.41874
H23 -2.63556 29.06787 11.19361
H24 -1.70346 29.13570 12.74709
H25 -3.35668 29.55442 12.60532
H26 -3.95930 26.13633 14.07180
H27 -2.93852 27.45595 14.71743
H28 -4.90359 28.76370 13.98187
H29 -5.57959 27.44842 14.97326
H30 -6.82375 28.00147 12.67489
H31 -6.44769 26.41053 13.15547
H32 -5.94847 25.28434 10.75877
H33 -7.18772 26.46291 10.59305
H34 -5.87952 26.46609 9.47059
H35 -5.06456 28.73345 9.87496
H36 -6.61341 28.96078 10.64387
H37 -5.20923 29.66750 11.33998
H38 -1.13886 26.57714 11.51197
H39 -1.92582 25.38484 12.60362
H40 -1.04677 26.67287 13.23722
H41 -4.06967 25.88310 9.96918
C18 -13.38601 30.74659 11.43552
C19 -12.63769 29.94797 12.63588
C20 -13.69727 28.94178 13.24489
C21 -13.74758 27.68291 12.44690
C22 -12.35240 27.08384 12.18533
C23 -11.32586 28.03170 11.48052
N6 -11.37620 29.32128 12.21531
O6 -10.38011 30.16972 11.77839
C24 -10.02793 27.30099 11.64694
C25 -11.73739 28.19168 9.95265
C26 -12.32159 30.85226 13.85816
H42 -14.45307 30.59014 11.27732
H43 -12.87608 30.76789 10.47238
H44 -13.47152 31.79964 11.70360
H45 -13.47000 28.73835 14.29135
H46 -14.71359 29.30674 13.39320
H47 -14.15252 27.78792 11.44038
H48 -14.42119 26.95288 12.89568
H49 -12.45233 26.23698 11.50639
H50 -11.89546 26.62982 13.06464
H51 -9.18622 27.94861 11.40158
H52 -9.85256 26.91241 12.65012
H53 -10.02990 26.44484 10.97234
H54 -12.73460 28.63104 9.92795
H55 -11.04927 28.78814 9.35365
H56 -11.89397 27.23563 9.45307
H57 -11.85266 30.19627 14.59158
H58 -13.10635 31.51958 14.21444
H59 -11.58376 31.64138 13.71330
H60 -10.49118 30.33600 10.83944
O7 -4.86030 30.65044 7.18633
H61 -4.55827 29.74735 7.08927
H62 -5.81526 30.58509 7.18944
O8 -9.08588 28.15376 2.57595
H63 -8.43602 28.67303 3.04952
H64 -9.87027 28.19408 3.12308